# 1
71
Properties=species:S:1:pos:R:3:lowdin_charge:R:1 method="wB97M-V/def2-TZVPD" orbital_gap_ev=5.10 relative_energy_kcal_mol=0.0 lumo_ev=-0.76
Ti 0.0413 -0.8280 0.3625 0.485
Cl 0.2722 0.2204 -1.6383 0.123
P -0.4271 -3.1305 -0.1715 0.958
P 0.5621 4.0982 -0.3362 1.040
F -1.2768 -0.6537 3.2660 0.145
F 0.9925 -1.0953 3.5671 0.160
F 0.1275 0.9776 4.1601 0.201
F 0.3175 0.4338 1.8732 -0.202
C -2.1735 -3.3251 -0.7998 -0.522
C 0.5470 -3.8510 -1.5781 -0.514
C -1.2552 -4.1826 2.3104 -0.092
C -3.2326 -2.7045 0.1341 -0.150
C 0.3324 4.4738 1.4467 -0.553
C 0.7435 -5.3729 -1.5515 -0.106
C 2.9512 4.8715 -1.4941 -0.144
C 2.0978 3.6415 -1.1724 -0.587
C -0.7327 4.4119 -1.5487 -0.581
C -2.5474 -4.7745 -1.1611 -0.109
C -1.8622 3.3880 -1.3485 -0.142
C -0.1689 -4.2998 1.2478 -0.524
C -1.0452 4.0222 1.9862 -0.115
C 2.8658 2.5673 -0.3725 -0.147
C 1.2107 -4.0918 1.8736 -0.121
C 1.4857 3.9772 2.3532 -0.103
C -1.2276 5.8639 -1.5658 -0.131
C 1.9094 -3.1622 -1.7026 -0.144
B 0.0006 -0.1539 3.4300 -1.086
H 1.4063 -4.9197 2.5660 0.091
H -0.0671 -3.6028 -2.4623 0.115
H -1.6166 6.1629 -0.5815 0.070
H -1.5242 2.3650 -1.5418 0.019
H 2.4358 -3.5850 -2.5720 0.085
H 3.9547 4.5510 -1.7939 0.067
H -1.1757 -3.2403 2.8749 0.082
H -3.7984 -1.9400 -0.4206 0.085
H -1.2284 4.4297 2.9935 0.083
H 1.2258 -5.7054 -0.6244 0.075
H 3.0230 5.5493 -0.6301 0.071
H 1.4140 -5.6421 -2.3800 0.087
H -2.4100 -5.4394 -0.2995 0.079
H 1.8087 -2.0787 -1.8370 0.017
H 1.5027 4.5187 3.3144 0.084
H 1.2623 -3.1611 2.4543 0.059
H 0.3672 5.5784 1.4401 0.085
H -2.8085 -2.1852 1.0074 0.028
H 2.5266 -3.3390 -0.8120 0.065
H 2.4638 4.1064 1.8748 0.053
H -2.2685 -4.2473 1.8973 0.059
H 1.3632 2.9069 2.5963 0.069
H -0.1821 -5.9439 -1.6758 0.060
H -2.1336 -2.7288 -1.7322 0.107
H 2.5157 5.4369 -2.3326 0.070
H 2.0173 -4.0458 1.1370 0.057
H 3.4803 1.9718 -1.0572 0.073
H 1.7878 3.1878 -2.1306 0.094
H -3.9348 -3.4682 0.5112 0.080
H -2.0337 5.9463 -2.3062 0.068
H -1.8627 4.3529 1.3348 0.048
H -0.4141 6.5560 -1.8443 0.072
H -1.1127 -5.0071 3.0262 0.093
H 3.5328 3.0366 0.3595 0.066
H -2.2553 3.4468 -0.3326 0.046
H -1.9749 -5.1729 -2.0014 0.057
H -0.2165 -5.3139 0.8065 0.099
H 1.3475 -1.7430 0.6049 -0.011
H -1.0953 2.9227 2.0870 0.076
H 2.1923 1.8717 0.1421 0.032
H -2.6820 3.6149 -2.0384 0.070
H -1.5390 -0.7511 0.4371 -0.015
H -0.2446 4.2176 -2.5191 0.106
H -3.6088 -4.7990 -1.4439 0.085

# 2
89
Properties=species:S:1:pos:R:3:lowdin_charge:R:1 method="wB97M-V/def2-TZVPD" orbital_gap_ev=9.63 smiles="C[N+](=O)[O-].C[N+](=O)[O-].C[N+](=O)[O-].C[N+](=O)[O-].C[N+](=O)[O-].C[N+](=O)[O-].BrCCBr.BrCCBr.BrCCBr.BrCCBr.CCOCC" lumo_ev=-0.24
Br 2.7412 -1.1270 -2.8215 0.701
Br -5.8518 0.5724 0.5707 0.651
Br 5.0351 2.6897 -3.0549 0.621
Br 4.5125 -4.4504 -2.3799 0.619
Br 1.5764 4.0628 -0.2671 0.613
Br -0.8346 -3.7423 -4.0780 0.641
Br -1.8128 2.2389 2.1649 0.704
Br 4.3423 -1.3512 1.0186 0.683
O -4.4487 3.1214 -3.1837 0.082
O 4.1645 1.2249 3.4701 0.054
O -3.4143 3.2622 -1.3412 0.037
O -0.3653 -0.0727 -0.4478 -0.175
O 2.4825 0.2983 4.3744 0.047
O -4.7230 -2.3630 1.1945 0.004
O -2.4313 -1.4311 3.3005 0.030
O 0.4345 -2.9167 4.0223 0.075
O -3.4368 0.1694 4.3207 0.056
O -1.8228 5.9068 -4.1245 0.079
O 0.0434 5.3463 -5.0081 0.066
O 2.4783 -3.5062 4.3449 0.055
O -4.6411 -3.8722 -0.3406 0.061
N 3.6518 0.3236 4.0839 -0.472
N -2.4568 -0.4994 4.0865 -0.447
N -0.9445 5.1174 -4.3491 -0.455
N -4.1494 -2.9779 0.3172 -0.439
N 1.3918 -3.6183 3.8212 -0.429
N -4.3283 3.5520 -2.0724 -0.444
C 5.1050 -2.6157 -0.3145 -0.644
C 1.4128 -1.9352 -4.0471 -0.587
C -1.4335 0.3516 -2.5603 -0.061
C 4.0078 -3.5564 -0.6953 -0.729
C 3.1119 3.0499 -1.0146 -0.659
C -2.7604 -2.5236 0.0049 0.055
C 4.4902 -0.7786 4.6217 0.028
C 1.2625 -4.6653 2.7756 0.052
C -1.0771 3.7503 -3.8222 0.029
C -4.4831 1.7554 1.3714 -0.669
C -1.1983 -0.2618 4.8566 0.038
C 0.7826 -3.0664 -3.2387 -0.735
C 3.3276 3.4175 -2.4567 -0.707
C 0.6590 -1.0132 1.4819 -0.087
C -5.3107 4.5547 -1.5740 0.068
C 0.7337 0.0792 0.4306 -0.299
C -3.1111 1.1617 1.1522 -0.659
C -0.2932 0.7171 -1.6271 -0.278
H 3.8280 -1.6274 4.4819 0.062
H -0.4168 1.8006 -1.4866 0.092
H -2.1112 -2.7023 0.8522 0.088
H 3.0167 -3.1565 -0.8673 -0.011
H -0.7060 3.0297 -4.5395 0.099
H -5.9720 4.0403 -0.8874 0.097
H 1.7109 -0.0733 -0.0592 0.058
H -2.4715 -2.9588 -0.9437 0.084
H -4.6966 5.3237 -1.1152 0.105
H -1.3737 0.6463 5.4243 0.096
H 4.6113 -0.5533 5.6800 0.108
H -2.4053 0.5666 -2.1083 0.067
H 0.3198 -4.4994 2.2615 0.093
H 3.0229 2.0008 -0.7598 0.040
H 2.1021 -4.5321 2.1010 0.085
H 1.9833 -2.3853 -4.8534 0.060
H -5.8071 4.9868 -2.4342 0.099
H 1.4839 -3.8884 -3.1335 0.025
H -1.3650 0.8503 -3.5255 0.068
H -3.0802 0.1420 1.5197 0.019
H 0.8293 -2.0003 1.0456 0.068
H -0.3700 -0.1694 4.1677 0.066
H -2.8127 1.2794 0.1206 0.019
H -1.1395 -1.1188 5.5199 0.101
H -0.3224 -1.0654 1.9655 0.049
H -2.0849 3.5407 -3.4852 0.058
H 0.5686 -2.7072 -2.2324 0.032
H -1.5073 -0.7269 -2.7554 0.059
H 0.7273 1.0839 0.8707 0.081
H 1.3704 -0.7809 2.2792 0.050
H -0.4741 3.6524 -2.9161 0.077
H 0.7256 -1.1626 -4.3609 0.048
H 1.2389 -5.6769 3.1695 0.103
H 5.9524 -3.1473 0.1047 0.066
H 3.9618 3.4625 -0.4772 0.045
H -4.5028 2.7257 0.8754 0.025
H -2.8852 -1.4531 -0.1149 0.073
H -4.7196 1.9660 2.4097 0.051
H 3.8619 -4.3589 0.0268 0.050
H 5.4650 -0.8136 4.1574 0.086
H 2.5802 3.1042 -3.1827 0.049
H 3.3359 4.5014 -2.5610 0.053
H 5.4436 -1.9713 -1.1168 0.037
H 0.6656 0.4472 -2.0828 0.050

# 3
75
Properties=species:S:1:pos:R:3:lowdin_charge:R:1 method="wB97M-V/def2-TZVPD" orbital_gap_ev=7.64 relative_energy_kcal_mol=0.0 total_charge=+1 lumo_ev=-3.55
P -2.5369 -1.3853 -2.8664 0.683
P -0.1585 5.5302 0.1301 0.678
F 4.5287 -5.8037 2.3597 -0.012
O -2.8389 -0.3459 -4.1112 -0.218
O -1.1053 -0.7452 -2.3042 -0.211
O -1.5533 5.2851 -0.8128 -0.190
O 0.6838 5.9924 -1.2279 -0.206
O 0.9757 5.5267 1.1516 -0.253
O -0.8437 6.9750 0.5400 -0.221
O -1.6779 -2.3017 -4.0143 -0.190
O -3.5013 -0.7922 -1.8432 -0.248
N 1.2953 -2.9977 2.2895 -0.077
N 1.4108 -5.7112 3.6436 0.070
C -1.7358 4.0610 -1.5075 -0.292
C -0.7650 -0.8041 -0.9250 -0.302
C -1.4680 2.8428 -0.6491 -0.083
C -1.1060 -3.5486 -3.6535 -0.298
C 0.1466 -1.9839 -0.6362 -0.085
C -2.0591 -4.4460 -2.8914 -0.089
C 3.9846 -5.5355 3.6192 -0.301
C 0.4296 8.5143 1.9017 -0.077
C 0.2284 -3.4350 3.2292 -0.168
C -0.6963 7.4977 1.8575 -0.300
C 4.9811 -4.5064 4.3179 -0.017
C 1.9152 5.3706 -1.5768 -0.294
C 0.0896 -4.9987 3.3988 -0.075
C 2.3955 -3.9862 2.1765 -0.126
C 1.7012 4.2732 -2.6043 -0.081
C -4.0012 1.7227 -3.6383 -0.074
C 2.5869 -4.7942 3.5410 -0.210
C -4.0963 0.3210 -4.2110 -0.288
H -2.1200 2.8398 0.2278 0.092
H -0.7771 -3.0053 2.9768 0.136
H -0.5553 -5.1675 4.3057 0.146
H -3.3441 2.3399 -4.2555 0.081
H 3.3650 -3.4827 1.9471 0.140
H 4.7157 -4.4687 5.4060 0.095
H -0.2376 0.1232 -0.6879 0.106
H -1.1224 4.0573 -2.4108 0.105
H 1.7426 -2.1667 2.6872 0.122
H -2.7764 4.0387 -1.8409 0.117
H 2.6583 3.9011 -2.9766 0.078
H -1.5811 -5.3995 -2.6581 0.082
H 1.4056 -6.1279 4.5828 0.185
H -2.9582 -4.6399 -3.4798 0.088
H 6.0463 -4.7713 4.1293 0.101
H 1.1149 4.6395 -3.4486 0.081
H -0.8197 -4.0449 -4.5842 0.126
H -2.3781 -3.9832 -1.9495 0.062
H 0.5214 -1.9395 0.3850 0.040
H -4.3516 0.3823 -5.2716 0.119
H 3.9054 -6.4798 4.2282 0.155
H -4.8872 -0.2556 -3.7285 0.104
H 0.9960 -1.9972 -1.3221 0.084
H -1.6435 1.9285 -1.2196 0.060
H -1.6358 7.9894 2.1229 0.115
H 1.4681 -6.4970 2.9809 0.191
H -4.9846 2.1944 -3.5962 0.083
H -0.5424 6.6975 2.5839 0.100
H -0.1818 -3.3796 -3.0965 0.099
H 0.4935 -2.9920 4.2381 0.127
H -3.5721 1.7204 -2.6347 0.052
H 0.6324 8.8272 2.9277 0.076
H 2.5536 6.1466 -2.0061 0.120
H -0.3954 -2.9265 -0.7551 0.061
H 1.1624 3.4313 -2.1620 0.058
H -1.6501 -0.8491 -0.2865 0.106
H -0.4327 2.8272 -0.2864 0.065
H 0.1662 9.3959 1.3135 0.077
H -0.3717 -5.4842 2.5012 0.144
H 1.3499 8.1173 1.4695 0.072
H 2.5600 -4.1192 4.4425 0.165
H 2.4318 4.9701 -0.7025 0.102
H 4.7066 -3.4997 3.8867 0.090
H 2.1135 -4.6813 1.3337 0.143